This record from the Open Molecules 2025 dataset describes 5 unconnected molecules or ions with the total composition H10O5. The level of theory is ωB97M-V with the def2-TZVPD basis set.

Results
Total charge = 0
E_HOMO = -10.422 eV
LUMO level = 0.3 eV
Molar mass = 90.07 Da
Orbital gap = 10.696 eV

```
15
Properties=species:S:1:pos:R:3:lowdin_charge:R:1
O -9.787 -3.692 9.272 -0.06
H -9.418 -2.910 9.682 0.06
H -9.341 -4.422 9.701 0.03
O -11.911 -4.441 9.891 -0.07
H -12.840 -4.216 9.939 0.02
H -11.485 -3.637 9.592 0.00
O -12.176 -2.173 8.458 -0.03
H -12.796 -1.445 8.423 0.05
H -12.703 -2.948 8.266 0.04
O -10.146 -5.373 11.174 -0.08
H -10.257 -5.627 12.090 0.04
H -11.032 -5.388 10.811 -0.02
O -14.982 -4.763 10.571 -0.04
H -15.416 -4.735 11.424 0.04
H -14.604 -3.890 10.466 0.02
```